# 1
C30H68I2O10P | wB97M-V/def2-TZVPD

Last column: Mulliken charge in e.
Atoms and positions in Å:
C1 -4.172 0.380 2.245  -0.680
C2 -3.963 0.017 1.008  -0.072
C3 -3.236 -0.506 -0.347  -0.035
P1 -3.402 0.733 -1.825  0.652
I1 -5.701 1.204 -0.956  -0.277
C4 -3.807 1.969 -3.244  -0.557
C5 -4.993 1.847 -4.138  -0.869
C6 -2.584 2.175 -0.897  0.098
C7 -3.513 3.386 -0.390  -1.222
C8 -1.768 0.125 -2.647  -0.803
I2 -1.586 0.698 -4.787  -0.116
C9 -0.410 0.356 -1.832  0.468
C10 0.549 1.556 -2.408  -1.304
H1 -4.652 0.875 3.168  0.335
H2 -3.870 -1.432 -0.661  0.307
H3 -2.182 -0.897 -0.162  0.004
H4 -4.061 -0.290 -2.638  0.201
H5 -3.174 2.927 -3.438  0.346
H6 -4.919 1.395 -5.197  0.099
H7 -6.012 2.266 -3.814  0.195
H8 -1.995 1.817 0.041  0.210
H9 -1.874 2.690 -1.663  -0.055
H10 -2.764 4.259 -0.174  0.436
H11 -4.200 3.838 -1.212  0.157
H12 -4.042 3.220 0.608  0.253
H13 -1.894 -1.031 -2.724  0.358
H14 0.241 -0.595 -2.024  -0.300
H15 -0.507 0.387 -0.685  0.234
H16 -0.041 2.434 -2.838  0.362
H17 1.118 1.978 -1.486  0.274
H18 1.282 1.104 -3.177  0.333
C11 5.108 -0.784 -4.010  -0.795
O1 3.886 -0.642 -3.300  -0.293
C12 3.473 -1.862 -2.684  -0.448
C13 3.785 -1.860 -1.191  -0.326
O2 5.194 -1.874 -0.955  -0.382
C14 5.695 -0.592 -0.601  -0.695
H19 5.476 0.213 -4.260  0.237
H20 5.868 -1.297 -3.416  0.299
H21 4.933 -1.335 -4.941  0.322
H22 3.931 -2.725 -3.180  0.338
H23 2.389 -1.935 -2.815  0.279
H24 3.380 -2.775 -0.747  0.239
H25 3.313 -1.007 -0.691  0.325
H26 5.402 -0.352 0.426  0.300
H27 5.335 0.188 -1.279  0.379
H28 6.784 -0.623 -0.656  0.189
C15 9.136 -1.860 1.372  -0.852
O3 7.914 -1.715 2.082  -0.328
C16 7.499 -2.934 2.697  -0.442
C17 7.810 -2.934 4.191  -0.580
O4 9.218 -2.950 4.428  -0.368
C18 9.721 -1.670 4.782  -0.684
H29 9.506 -0.863 1.122  0.250
H30 9.895 -2.373 1.966  0.438
H31 8.961 -2.410 0.441  0.297
H32 7.955 -3.798 2.202  0.362
H33 6.415 -3.004 2.565  0.360
H34 7.402 -3.848 4.634  0.375
H35 7.340 -2.079 4.690  0.333
H36 9.428 -1.429 5.809  0.323
H37 9.364 -0.889 4.104  0.286
H38 10.811 -1.704 4.728  0.241
C19 -1.758 0.174 4.725  -0.717
O5 -2.965 0.294 5.468  -0.356
C20 -3.356 -0.938 6.069  -0.435
C21 -3.009 -0.963 7.555  -0.585
O6 -1.596 -0.972 7.758  -0.370
C22 -1.095 0.306 8.125  -0.696
H39 -1.403 1.179 4.486  0.256
H40 -0.980 -0.343 5.292  0.389
H41 -1.951 -0.359 3.789  0.222
H42 -2.904 -1.789 5.547  0.324
H43 -4.442 -1.016 5.961  0.381
H44 -3.399 -1.889 7.991  0.372
H45 -3.474 -0.122 8.081  0.327
H46 -1.366 0.525 9.163  0.325
H47 -1.475 1.095 7.470  0.295
H48 -0.007 0.281 8.045  0.243
C23 0.929 -6.989 0.027  -0.616
O7 -0.334 -6.582 0.536  -0.385
C24 -0.240 -5.405 1.339  -0.741
C25 -0.691 -4.169 0.566  -0.396
O8 0.208 -3.869 -0.501  -0.062
C26 -0.293 -4.286 -1.764  -0.782
H49 0.758 -7.743 -0.745  0.240
H50 1.478 -6.155 -0.416  0.197
H51 1.523 -7.439 0.829  0.327
H52 0.777 -5.276 1.726  0.334
H53 -0.909 -5.548 2.193  0.398
H54 -0.680 -3.309 1.243  0.269
H55 -1.714 -4.290 0.193  0.403
H56 -1.092 -3.610 -2.085  0.176
H57 -0.668 -5.313 -1.736  0.424
H58 0.521 -4.233 -2.489  0.234
C27 -6.750 7.430 -6.187  -0.736
O9 -6.695 6.081 -5.750  -0.384
C28 -5.357 5.642 -5.510  -0.612
C29 -5.036 5.635 -4.018  -0.022
O10 -5.012 6.961 -3.486  -0.429
C30 -6.197 7.277 -2.770  -0.712
H59 -7.788 7.764 -6.135  0.242
H60 -6.141 8.087 -5.561  0.318
H61 -6.414 7.496 -7.228  0.316
H62 -4.638 6.257 -6.062  0.338
H63 -5.284 4.618 -5.888  0.388
H64 -4.034 5.216 -3.878  0.072
H65 -5.743 5.006 -3.466  0.339
H66 -6.194 6.759 -1.805  0.310
H67 -7.096 7.007 -3.331  0.316
H68 -6.210 8.353 -2.589  0.246

Summary:
Electronic energy, eV: -78162.883
Kohn-Sham gap, Eh: 0.193
Total charge: -1
Highest occupied orbital energy, eV: -3.25


# 2
C30H69Cl12N3 | wB97M-V/def2-TZVPD

Last column: Mulliken charge in e.
Atoms and positions in Å:
C1 19.712 5.300 17.378  -0.974
C2 19.489 6.551 16.488  -0.382
N1 19.793 6.288 14.969  0.796
C3 19.370 5.175 14.270  -0.427
C4 18.093 4.747 14.383  -1.594
C5 19.566 7.512 14.143  -0.580
C6 20.506 8.710 14.609  -0.185
H1 19.043 5.502 18.325  0.346
H2 20.746 5.100 17.513  -0.002
H3 19.227 4.273 17.291  0.305
H4 20.118 7.416 16.900  0.171
H5 18.416 6.829 16.618  0.412
H6 20.148 4.424 14.821  0.271
H7 20.032 5.114 13.479  0.463
H8 17.317 4.907 15.246  0.214
H9 18.030 3.711 14.251  0.465
H10 17.303 5.194 13.509  0.226
H11 18.615 7.854 14.178  0.419
H12 20.060 7.399 13.056  -0.016
H13 21.584 8.499 14.678  -0.228
H14 20.036 9.296 15.627  0.300
H15 20.381 9.620 13.876  0.064
C7 28.794 9.387 13.482  -0.976
C8 28.449 10.520 14.457  0.103
N2 28.807 10.181 15.825  0.391
C9 29.209 11.190 16.764  -0.557
C10 28.435 12.289 16.666  -1.202
C11 28.001 9.227 16.512  0.626
C12 28.806 8.211 17.371  -1.502
H16 27.923 8.542 13.584  -0.025
H17 29.741 8.890 13.701  0.347
H18 28.581 9.423 12.380  0.385
H19 27.386 10.766 14.346  -0.218
H20 28.958 11.505 14.066  0.344
H21 30.105 11.443 16.433  0.532
H22 29.909 10.844 17.672  0.257
H23 27.570 12.507 15.880  -0.046
H24 29.005 13.269 16.752  0.315
H25 27.750 12.332 17.391  0.524
H26 27.486 8.800 15.743  0.201
H27 27.143 9.708 17.207  -0.378
H28 29.398 7.556 16.716  0.351
H29 28.151 7.537 17.856  0.363
H30 29.549 8.523 18.186  0.263
C13 21.496 12.693 13.479  -1.383
C14 22.523 13.709 14.085  -0.392
N3 23.708 13.794 13.316  0.791
C15 24.313 15.081 13.364  -1.095
C16 24.392 15.730 14.588  -1.629
C17 24.620 12.631 13.543  1.018
C18 25.907 12.747 12.749  -1.375
H31 21.864 11.745 13.425  0.160
H32 21.147 13.056 12.560  0.439
H33 20.650 12.666 14.276  0.346
H34 22.823 13.423 15.180  -0.237
H35 21.974 14.545 14.019  0.843
H36 23.632 15.653 12.654  0.407
H37 25.052 15.269 12.669  0.760
H38 23.763 15.457 15.378  0.345
H39 24.747 16.696 14.706  0.532
H40 25.313 15.365 14.945  0.359
H41 24.205 11.669 13.395  0.324
H42 25.010 12.429 14.578  -0.730
H43 26.507 13.532 13.111  0.479
H44 25.520 13.321 11.804  -0.201
H45 26.456 11.855 12.608  0.375
Cl1 26.562 8.171 10.875  -0.229
C19 24.808 8.641 11.067  -0.185
C20 24.310 7.823 12.329  0.304
Cl2 25.024 8.428 13.758  0.144
H46 24.312 8.183 10.368  0.690
H47 24.683 9.863 11.061  -0.230
H48 24.129 6.769 12.299  -0.080
H49 23.237 8.069 12.329  -0.442
Cl3 23.412 11.454 9.270  -0.146
C21 23.253 13.108 9.869  0.261
C22 24.380 13.991 9.251  -0.444
Cl4 24.146 14.009 7.448  -0.199
H50 23.551 13.233 10.993  -0.572
H51 22.336 13.605 9.926  0.424
H52 25.448 13.635 9.478  0.245
H53 24.182 14.941 9.789  0.309
Cl5 23.279 12.816 17.727  -0.205
C23 24.583 11.589 17.352  0.059
C24 24.092 10.487 16.499  1.477
Cl6 22.837 9.555 17.311  -0.121
H54 24.999 11.333 18.383  0.451
H55 25.444 12.098 16.809  -0.347
H56 25.171 9.865 16.296  -0.516
H57 23.723 10.755 15.575  -0.785
Cl7 18.910 12.258 9.862  -0.200
C25 19.483 10.704 9.172  -0.237
C26 19.572 9.532 10.112  -0.625
Cl8 21.027 9.647 11.183  -0.040
H58 20.592 11.009 8.837  0.067
H59 18.902 10.240 8.353  0.380
H60 19.746 8.809 9.518  0.316
H61 18.661 9.198 10.871  0.278
Cl9 25.073 6.884 17.657  -0.165
C27 23.736 6.569 16.558  0.568
C28 23.691 5.124 15.988  -0.933
Cl10 23.044 4.115 17.330  -0.218
H62 23.550 7.351 15.682  -0.544
H63 22.757 6.854 16.941  0.094
H64 24.628 4.839 15.893  0.581
H65 23.245 5.223 15.184  0.547
Cl11 23.732 4.194 11.558  -0.157
C29 22.196 3.708 11.016  0.298
C30 21.838 4.352 9.679  -0.770
Cl12 21.798 6.124 9.836  -0.077
H66 21.350 4.226 11.827  -0.332
H67 21.862 2.619 10.974  0.355
H68 20.751 4.309 9.323  0.287
H69 22.360 4.140 8.693  0.367

Summary:
SMILES: CCN(CC)CC.CCN(CC)CC.CCN(CC)CC.ClCCCl.ClCCCl.ClCCCl.ClCCCl.ClCCCl.ClCCCl
Electronic energy, eV: -186952.318
Energy relative to the best compared isomer or geometry (same formula, charge and spin), eV: 1.050
Kohn-Sham gap, Eh: 0.304
Total charge: 0
Highest occupied orbital energy, eV: -8.01